# 1
# C31H30N11PdS2

A structure of composition C31H30N11PdS2 (wB97M-V/def2-TZVPD, the OMol25 dataset).

ΔE to the lowest compared entry with this formula, charge and spin: 0.00 kJ/mol
total charge: -1
LUMO level: 0.0648 Ha
maximum force: 0.37 eV/A
orbital gap: 5.7 eV
energy: -2725.9366 a.u.

Cartesian coordinates (Å):
Pd (-2.3208, 0.1517, -1.0461)
S (-1.9804, 2.4881, -1.5936)
C (-1.8338, 3.0129, 0.0443)
N (-2.0361, 4.2402, 0.3913)
N (-1.7721, 4.5319, 1.7539)
C (-0.4661, 4.7400, 2.1762)
C (-0.2531, 5.3436, 3.4236)
C (1.0256, 5.5166, 3.9211)
C (2.1344, 5.0994, 3.1917)
C (1.9290, 4.5180, 1.9482)
C (0.6509, 4.3368, 1.4364)
N (-1.3612, 2.1174, 1.0724)
N (-1.4513, 0.9100, 0.8376)
C (-0.9026, 0.0822, 1.8720)
C (0.0346, 0.5676, 2.7845)
C (0.5447, -0.2831, 3.7522)
C (0.1216, -1.6081, 3.8153)
C (-0.8030, -2.0835, 2.8954)
C (-1.3120, -1.2415, 1.9155)
H (-2.3854, 5.2801, 2.0334)
H (-1.1112, 5.6590, 4.0081)
H (1.1583, 5.9801, 4.8917)
H (3.1350, 5.2331, 3.5825)
H (2.7789, 4.2024, 1.3537)
H (0.5176, 3.9018, 0.4556)
H (0.3330, 1.6073, 2.7289)
H (1.2669, 0.0904, 4.4684)
H (0.5145, -2.2653, 4.5828)
H (-1.1303, -3.1146, 2.9342)
H (-2.0182, -1.5862, 1.1668)
C (1.4555, 0.7484, -0.8293)
C (1.1454, -0.6952, -0.6274)
N (0.2010, -1.3611, -1.2447)
C (0.2690, -2.6529, -0.7704)
C (1.2518, -2.7608, 0.1615)
N (1.8194, -1.5035, 0.2476)
C (2.8272, -1.0918, 1.1857)
N (4.1149, -1.7108, 0.9548)
N (5.0129, -1.1451, 0.1206)
N (6.0433, -1.8963, 0.0255)
C (5.8362, -3.0136, 0.8081)
C (6.6483, -4.1243, 1.0495)
C (6.1611, -5.0877, 1.9013)
C (4.8944, -4.9609, 2.5107)
C (4.0838, -3.8731, 2.2828)
C (4.5858, -2.9006, 1.4119)
H (0.7217, 1.1563, -1.5226)
H (2.4595, 0.8910, -1.2359)
H (1.3815, 1.3099, 0.1063)
H (-0.4348, -3.4028, -1.0953)
H (1.6007, -3.5893, 0.7559)
H (2.5125, -1.3320, 2.1992)
H (2.9582, -0.0175, 1.1060)
H (7.6185, -4.2109, 0.5783)
H (6.7558, -5.9663, 2.1146)
H (4.5527, -5.7443, 3.1750)
H (3.1127, -3.7806, 2.7530)
N (-2.3231, -1.2092, -3.5970)
C (-3.2335, -0.7399, -2.5995)
S (-3.5950, -1.8150, -1.2612)
N (-4.2524, 0.1033, -3.1485)
C (-4.8255, 0.0420, -4.4028)
C (-5.4663, 1.1794, -4.9132)
C (-6.0972, 1.1466, -6.1455)
C (-6.1005, -0.0118, -6.9125)
C (-5.4654, -1.1426, -6.4114)
C (-4.8402, -1.1304, -5.1737)
H (-1.5451, -1.6553, -3.1288)
H (-1.9639, -0.4219, -4.1276)
H (-4.4529, 0.9143, -2.5907)
H (-5.4508, 2.0946, -4.3308)
H (-6.5831, 2.0426, -6.5149)
H (-6.5876, -0.0340, -7.8793)
H (-5.4609, -2.0597, -6.9896)
H (-4.3521, -2.0158, -4.7937)

# 2
# C37H46BaN8S

A structure of composition C37H46BaN8S (wB97M-V/def2-TZVPD, the OMol25 dataset).

ΔE to the lowest compared entry with this formula, charge and spin: 0.00 kJ/mol
total charge: +2
LUMO level: -0.1606 Ha
maximum force: 0.67 eV/A
orbital gap: 9.1 eV
energy: -2299.0166 a.u.

Cartesian coordinates (Å):
Ba (1.2910, 0.4850, -0.6078)
C (3.8443, 2.6892, -1.7998)
N (3.6100, 1.2506, -1.9982)
C (3.4213, 0.9429, -3.4240)
C (2.8982, -0.4489, -3.7069)
C (3.2945, -1.1213, -4.8549)
C (2.7427, -2.3614, -5.1360)
C (1.8250, -2.9092, -4.2533)
C (1.5040, -2.1858, -3.1186)
N (2.0159, -0.9826, -2.8561)
C (4.6991, 0.4262, -1.4600)
C (4.8749, 0.5071, 0.0354)
C (6.1059, 0.8429, 0.5770)
C (6.2546, 0.8872, 1.9558)
C (5.1607, 0.5994, 2.7517)
C (3.9674, 0.2692, 2.1283)
N (3.8183, 0.2126, 0.8069)
C (3.5254, 3.2641, -0.4324)
C (4.3461, 4.2513, 0.0986)
C (3.9818, 4.8709, 1.2833)
C (2.8155, 4.4766, 1.9187)
C (2.0698, 3.4635, 1.3416)
N (2.4048, 2.8858, 0.1885)
H (3.2105, 3.2258, -2.5101)
H (4.8829, 2.9363, -2.0594)
H (4.3596, 1.0963, -3.9752)
H (2.6975, 1.6555, -3.8259)
H (4.0232, -0.6780, -5.5202)
H (3.0349, -2.8962, -6.0294)
H (1.3796, -3.8774, -4.4291)
H (0.8055, -2.5854, -2.3906)
H (5.6469, 0.6998, -1.9449)
H (4.4955, -0.6149, -1.7244)
H (6.9393, 1.0676, -0.0751)
H (7.2083, 1.1449, 2.3957)
H (5.2204, 0.6229, 3.8302)
H (3.0905, 0.0375, 2.7242)
H (5.2541, 4.5365, -0.4159)
H (4.6026, 5.6498, 1.7048)
H (2.4949, 4.9314, 2.8449)
H (1.1577, 3.1139, 1.8150)
C (-2.6564, -5.0385, 3.2264)
C (-1.7679, -4.0636, 4.0133)
C (-2.6275, -3.2700, 5.0082)
C (-0.7266, -4.8659, 4.7920)
C (-1.1214, -3.0917, 3.0373)
C (0.2530, -2.9648, 2.8794)
C (0.7427, -2.0507, 1.9638)
N (-0.0216, -1.2672, 1.2069)
C (-1.3536, -1.3766, 1.3376)
C (-1.9156, -2.2702, 2.2384)
C (-2.1951, -0.4991, 0.4702)
C (-3.5803, -0.5587, 0.5118)
C (-4.3643, 0.2578, -0.3019)
C (-3.6794, 1.1222, -1.1447)
C (-2.2948, 1.1283, -1.1344)
N (-1.5520, 0.3456, -0.3545)
C (-5.8820, 0.1717, -0.2354)
C (-6.3153, -1.2574, -0.5941)
C (-6.5509, 1.1459, -1.2040)
C (-6.3364, 0.5048, 1.1933)
H (-3.1224, -5.7447, 3.9137)
H (-2.0709, -5.6069, 2.5024)
H (-3.4551, -4.5235, 2.6913)
H (-3.0916, -3.9548, 5.7180)
H (-3.4267, -2.7196, 4.5105)
H (-2.0216, -2.5583, 5.5710)
H (-1.2333, -5.5447, 5.4770)
H (-0.0803, -4.2211, 5.3899)
H (-0.1038, -5.4725, 4.1325)
H (0.9479, -3.5614, 3.4505)
H (1.8167, -1.9493, 1.8312)
H (-2.9874, -2.3396, 2.3310)
H (-4.0719, -1.2466, 1.1807)
H (-4.2019, 1.7928, -1.8099)
H (-1.7473, 1.7988, -1.7839)
H (-5.9902, -1.5254, -1.6006)
H (-7.4024, -1.3309, -0.5586)
H (-5.9124, -1.9940, 0.1016)
H (-6.2809, 0.9367, -2.2406)
H (-6.2971, 2.1826, -0.9762)
H (-7.6330, 1.0494, -1.1229)
H (-5.9342, -0.1971, 1.9246)
H (-7.4237, 0.4559, 1.2533)
H (-6.0259, 1.5107, 1.4798)
N (-1.5372, 2.9668, -4.5244)
C (-0.8500, 3.5823, -3.5589)
N (-1.2287, 4.8070, -3.1935)
S (0.4776, 2.8366, -2.8185)
H (-2.2773, 3.4197, -5.0363)
H (-1.2099, 2.0727, -4.8445)
H (-1.9639, 5.3118, -3.6616)
H (-0.6904, 5.2826, -2.4908)

# 3
# C19H19N3PPdS

A structure of composition C19H19N3PPdS (wB97M-V/def2-TZVPD, the OMol25 dataset).

ΔE to the lowest compared entry with this formula, charge and spin: 37.39 kJ/mol
total charge: -1
LUMO level: 0.1067 Ha
maximum force: 0.86 eV/A
orbital gap: 6.3 eV
energy: -1767.1100 a.u.

Cartesian coordinates (Å):
Pd (0.4441, -0.4412, -2.2758)
N (3.0613, -1.7901, -2.0212)
N (2.1844, -2.8358, -2.3693)
C (0.9016, -2.4184, -2.8831)
N (-0.0225, -3.4715, -2.5937)
S (0.7292, -1.5477, -4.3600)
H (4.0115, -2.0747, -2.2024)
H (2.9463, -1.4600, -1.0696)
H (2.0384, -3.4991, -1.6169)
H (-0.1838, -3.5419, -1.5946)
H (-0.9057, -3.2665, -3.0403)
C (0.4084, 1.7422, 4.7272)
C (1.5253, 2.1001, 3.9826)
C (1.6387, 1.6893, 2.6609)
C (0.6390, 0.9327, 2.0491)
C (-0.4749, 0.5830, 2.8083)
C (-0.5895, 0.9793, 4.1358)
P (0.8801, 0.5119, 0.2528)
C (-0.3739, -0.8199, 0.0541)
C (-0.0912, -2.0508, 0.6735)
C (-0.9966, -3.0914, 0.6512)
C (-2.2036, -2.9452, -0.0430)
C (-2.4816, -1.7577, -0.6863)
C (-1.5791, -0.6882, -0.6422)
C (0.1115, 1.9408, -0.5625)
C (-0.2791, 3.1409, 0.0231)
C (-0.8053, 4.1412, -0.7884)
C (-0.9391, 3.9047, -2.1526)
C (-0.5573, 2.6831, -2.7053)
C (-0.0062, 1.6495, -1.9378)
H (0.3179, 2.0538, 5.7608)
H (2.3112, 2.6939, 4.4338)
H (2.5179, 1.9615, 2.0856)
H (-1.2672, -0.0025, 2.3551)
H (-1.4654, 0.6968, 4.7080)
H (0.8473, -2.1668, 1.2078)
H (-0.7709, -4.0184, 1.1649)
H (-2.9141, -3.7625, -0.0767)
H (-3.4126, -1.6379, -1.2271)
H (-1.8628, 0.2702, -1.0507)
H (-0.1782, 3.3049, 1.0916)
H (-1.1113, 5.0898, -0.3622)
H (-1.3515, 4.6808, -2.7904)
H (-0.6906, 2.5381, -3.7739)

# 4
# C30H60O30

A cluster of 10 separate species, C30H60O30 in total in a non-equilibrium geometry (wB97M-V/def2-TZVPD, the OMol25 dataset).

ΔE to the lowest compared entry with this formula, charge and spin: 240.50 kJ/mol
SMILES: COC(=O)OC.COC(=O)OC.COC(=O)OC.COC(=O)OC.COC(=O)OC.COC(=O)OC.COC(=O)OC.COC(=O)OC.COC(=O)OC.COC(=O)OC
total charge: 0
LUMO level: 0.0075 Ha
maximum force: 4.27 eV/A
orbital gap: 10.7 eV
energy: -3436.2585 a.u.

Cartesian coordinates (Å):
C (-2.2291, 7.0520, -3.9615)
O (-1.2550, 6.0184, -4.1420)
C (-0.2098, 6.3649, -4.9318)
O (-0.0720, 7.3859, -5.4651)
O (0.6615, 5.2903, -5.0729)
C (0.4130, 4.1166, -4.1615)
H (-2.1940, 7.4960, -2.9322)
H (-3.2254, 6.6338, -4.1164)
H (-2.1793, 7.8517, -4.6846)
H (0.4066, 4.4726, -3.0737)
H (1.3720, 3.4840, -4.3229)
H (-0.3724, 3.4681, -4.4214)
C (3.1023, -4.5581, -0.7936)
O (3.9136, -5.5917, -0.2696)
C (4.5567, -5.6484, 0.9313)
O (5.3346, -6.5104, 1.2753)
O (4.1407, -4.6278, 1.7109)
C (4.5748, -4.5185, 3.0341)
H (2.0703, -4.6396, -0.4445)
H (3.2749, -4.5850, -1.8571)
H (3.6384, -3.5760, -0.4869)
H (5.6299, -4.2107, 3.1691)
H (4.4934, -5.4569, 3.5736)
H (3.9277, -3.7691, 3.5193)
C (2.7288, 2.5847, 3.4253)
O (2.2379, 1.4659, 4.1151)
C (0.9470, 1.0975, 4.0167)
O (0.5270, 0.0580, 4.4010)
O (0.1452, 2.0946, 3.5726)
C (-1.2426, 1.7937, 3.5012)
H (2.3123, 3.5335, 3.7999)
H (2.5719, 2.4131, 2.3669)
H (3.8158, 2.5909, 3.5832)
H (-1.8126, 2.6843, 3.5935)
H (-1.4909, 1.1505, 4.3601)
H (-1.4483, 1.3770, 2.5762)
C (0.5537, 1.6852, 0.0552)
O (-0.3936, 0.7904, 0.6457)
C (-0.0431, -0.4524, 1.0484)
O (-0.8524, -1.2442, 1.4447)
O (1.2762, -0.6288, 0.8893)
C (1.6916, -2.0011, 1.0856)
H (-0.1087, 2.4552, -0.2925)
H (1.0576, 1.1829, -0.8059)
H (1.2060, 2.0167, 0.8471)
H (1.6687, -2.2867, 2.1322)
H (2.7447, -2.0510, 0.7700)
H (0.9606, -2.6241, 0.5563)
C (5.7199, -1.2981, -2.1939)
O (5.6401, -2.4433, -3.1221)
C (6.0539, -3.6506, -2.6060)
O (6.2859, -3.8073, -1.4277)
O (6.0222, -4.5476, -3.5841)
C (6.1679, -5.9098, -3.2126)
H (4.9571, -0.5793, -2.4806)
H (6.7191, -0.8139, -2.3171)
H (5.7132, -1.6910, -1.1824)
H (6.4778, -6.0507, -2.1982)
H (6.9250, -6.3422, -3.8747)
H (5.2806, -6.5067, -3.3202)
C (0.7843, 6.2133, 1.4025)
O (-0.4386, 6.5750, 0.7471)
C (-0.9106, 5.6412, -0.0492)
O (-0.3130, 4.6388, -0.5355)
O (-2.2250, 5.8857, -0.3314)
C (-2.9267, 4.8725, -1.0626)
H (1.6487, 6.1287, 0.6883)
H (0.6593, 5.2491, 1.8588)
H (1.0315, 6.8856, 2.2700)
H (-2.8521, 5.0505, -2.1551)
H (-3.9687, 4.9835, -0.8847)
H (-2.5638, 3.8956, -0.8396)
C (1.5703, -2.5541, 6.7865)
O (1.7903, -3.4814, 5.7608)
C (0.8519, -3.6494, 4.8460)
O (1.0257, -4.1953, 3.7814)
O (-0.3666, -3.1318, 5.1771)
C (-1.4532, -3.4354, 4.3023)
H (2.4775, -2.4783, 7.3068)
H (0.7632, -2.9592, 7.4572)
H (1.3374, -1.6282, 6.2550)
H (-1.3900, -4.5114, 4.0287)
H (-1.5150, -2.7206, 3.4880)
H (-2.3930, -3.3549, 4.8380)
C (-1.8783, -3.0818, -1.4313)
O (-0.6362, -3.4624, -2.0906)
C (0.0233, -2.4714, -2.6145)
O (-0.3698, -1.3498, -2.7038)
O (1.2063, -2.9627, -3.0878)
C (2.0638, -1.9464, -3.6836)
H (-2.5271, -2.4212, -2.0533)
H (-1.5305, -2.7372, -0.4622)
H (-2.3872, -4.0690, -1.2912)
H (1.9323, -1.0214, -3.1024)
H (1.8238, -1.8440, -4.7410)
H (3.0710, -2.2790, -3.5766)
C (-6.6891, -0.9450, -3.1224)
O (-5.7805, 0.1766, -3.3032)
C (-4.5862, 0.0402, -2.6894)
O (-4.2514, -0.9129, -2.0414)
O (-3.8647, 1.1169, -2.9419)
C (-2.5884, 1.0908, -2.2314)
H (-6.1870, -1.8649, -3.4055)
H (-7.4916, -0.7092, -3.8238)
H (-7.1108, -0.8825, -2.1320)
H (-1.9188, 0.2749, -2.4665)
H (-2.7330, 1.0145, -1.2189)
H (-2.0722, 2.0420, -2.4248)
C (-5.0975, -1.1750, 0.9701)
O (-5.8234, -0.0191, 0.5574)
C (-5.5246, 1.0900, 1.2920)
O (-4.7971, 1.1133, 2.2273)
O (-6.3611, 2.0350, 0.8930)
C (-6.1690, 3.4276, 1.4211)
H (-4.0219, -0.8104, 1.0629)
H (-5.2692, -1.9563, 0.2630)
H (-5.4473, -1.5582, 1.8879)
H (-5.1565, 3.7941, 1.1775)
H (-6.3265, 3.3242, 2.5270)
H (-6.9365, 4.0331, 0.9798)

# 5
# C5H9BrO2S

The molecule C5H9BrO2S in a non-equilibrium geometry (wB97M-V/def2-TZVPD, the OMol25 dataset).

ΔE to the lowest compared entry with this formula, charge and spin: 269.95 kJ/mol
total charge: 0
LUMO level (alpha / beta): -0.0143 / -0.0143 Ha
maximum force: 4.54 eV/A
orbital gap (alpha / beta): 8.2 / 8.2 eV
energy: -3318.4478 a.u.

Cartesian coordinates (Å):
C (-0.3157, -0.6776, -1.0958)
C (1.5572, 0.1171, 0.5905)
C (-0.6734, 0.3097, -0.0512)
C (-0.8498, 1.7148, -0.5713)
C (-1.1430, -0.2237, 1.2906)
O (2.1703, -1.7331, -1.3215)
O (0.9983, -2.5565, 0.5923)
S (1.2394, -1.4841, -0.2669)
Br (2.7758, 1.1694, -0.2801)
H (-1.0397, -1.4460, -1.3958)
H (-0.0229, -0.1391, -2.0672)
H (1.6905, 0.1260, 1.6680)
H (0.1331, 2.2516, -0.5091)
H (-1.5967, 2.1968, 0.0218)
H (-1.2571, 1.6313, -1.5139)
H (-0.8065, 0.5254, 2.0341)
H (-0.6678, -1.1926, 1.6922)
H (-2.1921, -0.5892, 1.1833)

Q: The lowest maximum force belongs to which entry?
A: C31H30N11PdS2

Q: ΔE to the lowest compared entry with this formula, charge and spin of number 4 (C30H60O30)?
A: 240.50 kJ/mol